Entry from the OMol25 dataset: a molecular structure, C4H6O in a non-equilibrium geometry (ωB97M-V with the def2-TZVPD basis set).

CARTESIAN COORDINATES (ANGSTROEM)
C (-0.5874, 0.5487, -1.0509)
C (0.5859, -0.3774, -1.1732)
C (-0.1838, -0.3607, 0.0712)
C (0.0103, -0.1105, 1.5512)
O (-0.0138, -1.5833, -0.6631)
H (-0.3060, 1.5337, -0.8681)
H (-1.5808, 0.4787, -1.6133)
H (1.9411, -0.0747, -1.4608)
H (-0.9889, 0.2550, 1.8627)
H (0.6984, 0.7203, 1.3823)
H (0.4250, -1.0297, 1.9620)

Atomic forces in eV per Å
-2.0 -1.9 -0.9
4.1 1.5 0.2
0.5 0.1 -0.9
-0.6 0.4 -2.7
-0.2 -0.2 -0.5
0.5 1.8 0.2
1.5 -0.3 0.6
-4.8 -1.4 1.1
0.9 -0.5 0.7
0.2 0.1 1.5
-0.1 0.5 0.6

Properties
- Molecular weight: 70.09 g mol⁻¹
- Largest force on an atom: 5.09 eV/A
- LUMO: 0.040 Eh
- Highest occupied orbital energy: -8.41 eV
- E: -231.06791 a.u.
- Energy relative to the best compared isomer or geometry (same formula, charge and spin): 97.77 kcal/mol